ORCA calculation (ωB97M-V/def2-TZVPD) on a cluster of 5 separate species, C27H50BrN3O13PS5 in total.

The charge is +1. The gap between HOMO and LUMO comes out at 7.4 eV. The calculation puts the energy at -7107.1931 hartree. As for the highest occupied orbital energy: -0.431 Eh. As for the spin multiplicity: 1.

Last column: Mulliken charge in e.
Element x y z (Å)
1 C 3.5152 -3.2189 -2.9945  -0.7251
2 C 2.0468 -3.1433 -3.4219  0.4722
3 O 1.6868 -3.1772 -4.5507  -0.4770
4 N 1.0479 -3.0741 -2.3304  0.5689
5 C 0.4318 -4.4188 -2.1354  -0.9556
6 C 0.0167 -2.1221 -2.6500  -0.4776
7 N -0.9570 -2.5886 -3.4028  -0.6462
8 N -1.8473 -1.6655 -3.6356  0.8429
9 O -2.9193 -2.0839 -4.3776  -0.4486
10 C -3.6484 -3.1232 -3.6986  -0.7888
11 C -4.3428 -2.7138 -2.3895  0.2360
12 C -5.4748 -1.6393 -2.5651  -1.1594
13 O -3.4246 -2.3907 -1.3309  -0.4784
14 C -1.8409 -0.4045 -3.2597  0.1397
15 Br -3.2676 0.7483 -3.8228  -0.0806
16 C -0.8151 0.1547 -2.4531  0.3474
17 C -0.7769 1.5791 -1.9697  -1.3082
18 C 0.1750 -0.8131 -2.1103  0.4320
19 P 1.6407 -0.4053 -1.0533  0.7799
20 O 2.1260 -1.6302 -0.1071  -0.4225
21 O 1.2056 0.8018 -0.0215  -0.1741
22 S 2.9952 0.3103 -2.2054  -0.3284
23 H 4.1559 -3.6212 -3.7873  0.5028
24 H 3.8322 -2.1923 -2.7475  -0.1051
25 H 3.5732 -3.7910 -2.0506  0.2060
26 H 1.0790 -5.0733 -1.5260  0.2213
27 H -0.5161 -4.3288 -1.5761  0.3499
28 H 0.2371 -4.9020 -3.1114  0.4118
29 H -4.4537 -3.4217 -4.3918  0.4454
30 H -3.0724 -4.0450 -3.5060  0.3824
31 H -4.8871 -3.6229 -2.0508  0.5941
32 H -6.3620 -1.9715 -2.0015  0.2347
33 H -5.7506 -1.5802 -3.6306  0.3181
34 H -5.1945 -0.6730 -2.1284  0.3525
35 H -3.8834 -2.6495 -0.5206  0.3179
36 H -1.5623 2.2090 -2.4110  0.5180
37 H 0.1938 2.0239 -2.2531  0.3075
38 H -0.8312 1.6501 -0.8709  0.0786
39 H 1.3986 -2.0329 0.3984  0.3324
40 H 0.4130 0.4990 0.4642  0.2807
41 C 4.1027 3.4013 2.3762  -0.6294
42 C 4.8595 3.0905 3.6731  -0.6944
43 C 3.8180 2.9449 4.7888  -0.6958
44 S 2.3105 2.3847 3.9943  1.2173
45 O 1.3092 3.4211 4.1195  -0.7400
46 O 2.0442 1.0197 4.3766  -0.7171
47 C 2.9443 2.4113 2.3233  0.2000
48 H 4.7450 3.3108 1.5007  0.4164
49 H 3.7187 4.4248 2.4095  0.1880
50 H 5.4091 2.1533 3.5576  0.2680
51 H 5.5852 3.8671 3.9130  0.3862
52 H 4.1217 2.2137 5.5349  0.3747
53 H 3.6093 3.8998 5.2695  0.3491
54 H 2.1549 2.7060 1.6322  -0.1305
55 H 3.2951 1.4066 2.0856  0.1156
56 C 5.8588 -3.3614 0.9728  -0.6826
57 C 7.3807 -3.2963 1.1407  -0.6916
58 C 7.9657 -2.7814 -0.1789  -0.6628
59 S 6.6931 -1.7614 -0.9275  1.1858
60 O 6.2564 -2.3938 -2.1502  -0.6224
61 O 7.1017 -0.3809 -0.8891  -0.7122
62 C 5.4549 -2.0386 0.3298  0.4622
63 H 5.3525 -3.5136 1.9261  0.4164
64 H 5.5956 -4.1932 0.3135  0.2811
65 H 7.6281 -2.6033 1.9484  0.3005
66 H 7.8000 -4.2671 1.4037  0.3538
67 H 8.8577 -2.1797 -0.0191  0.3358
68 H 8.1874 -3.5979 -0.8648  0.3568
69 H 4.4687 -2.0637 -0.1246  -0.6316
70 H 5.5183 -1.2173 1.0444  0.2939
71 C -8.2162 -2.4566 1.5694  -0.4980
72 C -7.6935 -1.7573 2.8296  -0.6345
73 C -6.8460 -0.5634 2.3745  -0.6143
74 S -7.5057 -0.0582 0.7839  1.0140
75 O -6.4998 -0.2917 -0.2306  -0.5331
76 O -8.1628 1.2135 0.9206  -0.6895
77 C -8.7407 -1.3455 0.6660  -0.7249
78 H -8.9944 -3.1826 1.8025  0.3557
79 H -7.3973 -2.9862 1.0742  0.2287
80 H -8.5377 -1.4033 3.4253  0.3024
81 H -7.1133 -2.4346 3.4558  0.3358
82 H -6.9134 0.2702 3.0699  0.3347
83 H -5.8029 -0.8434 2.2317  0.3350
84 H -8.8567 -1.6515 -0.3720  0.3928
85 H -9.6788 -0.9398 1.0448  0.3521
86 C 0.7135 6.5086 1.5844  -0.4983
87 C -0.1965 7.0932 0.4975  -0.7834
88 C -0.7290 5.9175 -0.3304  -0.7336
89 S -0.7563 4.5023 0.7747  1.2289
90 O 0.2023 3.5231 0.2982  -0.5833
91 O -2.1241 4.1469 1.0628  -0.7678
92 C -0.0537 5.3342 2.1819  0.0672
93 H 0.9654 7.2479 2.3439  0.4541
94 H 1.6456 6.1563 1.1331  0.1727
95 H -1.0297 7.6226 0.9650  0.3137
96 H 0.3328 7.8087 -0.1315  0.3639
97 H -1.7361 6.1030 -0.6983  0.4160
98 H -0.0669 5.6826 -1.1635  0.3685
99 H 0.5782 4.6390 2.7351  -0.3419
100 H -0.8760 5.6804 2.8085  0.3780